# 1
Entry from OMol25: C45H62N3PPbS4 as an isolated structure at a distorted geometry (ωB97M-V with the def2-TZVPD basis set).

The charge is -2. The value obtained for the HOMO-LUMO gap is 0.165 Eh. The HOMO energy is -0.7 eV. The value obtained for the energy above the lowest of the compared OMol25 structures with the same formula, charge and spin is 1.939 eV. The calculation puts the total energy at -110020.9293 eV.

The geometry in XYZ format:
```
116
C45H62N3PPbS4, DFT ωB97M-V with the def2-TZVPD basis set
Pb -0.4539 0.8770 -0.6400
C -3.2737 -1.8183 1.4236
N -2.3361 -0.7555 1.6655
C -1.0676 -1.2119 2.1996
C -0.2655 -0.0764 2.8425
N 1.1702 -0.2556 2.7042
C 1.6021 -1.5725 3.1049
C 1.9359 0.8372 3.1758
C 2.7744 0.6700 4.2744
C 3.6025 1.6710 4.7524
C 3.5570 2.9173 4.1536
C 2.7063 3.1194 3.0898
C 1.9040 2.1060 2.5437
S 0.9606 2.6002 1.1692
C -2.9516 0.3277 2.3547
C -3.1680 0.2745 3.7206
C -3.7388 1.3406 4.3937
C -4.1076 2.4636 3.6688
C -3.9351 2.5105 2.3036
C -3.3535 1.4467 1.6040
S -3.2100 1.5190 -0.1196
H -3.6138 -2.3135 2.3599
H -2.8183 -2.5755 0.7852
H -4.1476 -1.3990 0.9228
H -0.5066 -1.6086 1.3464
H -1.2065 -2.0335 2.9332
H -0.5410 0.0049 3.9121
H -0.5302 0.8697 2.3657
H 1.2091 -1.8824 4.0875
H 2.6870 -1.6157 3.1312
H 1.2643 -2.2877 2.3569
H 2.7781 -0.2733 4.8013
H 4.2575 1.4764 5.5922
H 4.1741 3.7294 4.5223
H 2.6475 4.0971 2.6319
H -2.8866 -0.6256 4.2597
H -3.8953 1.2970 5.4650
H -4.5357 3.3139 4.1854
H -4.2280 3.3843 1.7425
C 0.0022 1.7734 -5.4592
C 0.2424 1.2596 -4.0604
S -0.4446 2.3215 -2.8413
C 0.9129 0.1108 -3.8391
C 1.4815 -0.7345 -4.9530
S 1.1619 -0.6250 -2.2733
H -0.6226 2.6611 -5.4041
H -0.5092 1.0200 -6.0614
H 0.9396 2.0395 -5.9529
H 1.5528 -0.2009 -5.8995
H 0.8550 -1.6187 -5.0968
H 2.4757 -1.0790 -4.6646
N -1.3868 -1.5514 -1.2114
C -2.2664 -2.0136 -1.8005
C -3.3326 -2.6641 -2.4310
C -3.1970 -4.0192 -2.7851
C -4.2611 -4.7042 -3.3264
C -5.4819 -4.0664 -3.5286
C -5.6189 -2.7219 -3.1904
C -4.5642 -2.0231 -2.6458
H -2.2458 -4.5061 -2.6201
H -4.1462 -5.7477 -3.5984
H -6.3162 -4.6167 -3.9461
H -6.5672 -2.2273 -3.3593
H -4.6608 -0.9861 -2.3699
C 2.3119 -6.6025 2.1584
C 2.8592 -5.3729 2.8750
C 3.5033 -4.4300 1.8534
C 2.7426 -4.4202 0.5237
C 1.2711 -4.7725 0.7777
C 1.1278 -6.2165 1.2622
P 2.6572 -2.7857 -0.4592
C 3.0110 -3.5129 -2.1605
C 1.7896 -4.3132 -2.6064
C 1.9140 -4.7739 -4.0581
C 3.2881 -5.4004 -4.3524
C 4.0791 -5.6394 -3.0700
C 4.3129 -4.3162 -2.3389
C 4.2187 -1.7339 -0.2841
C 5.5719 -2.2653 0.2056
C 6.4966 -1.1113 0.6375
C 6.2192 0.1526 -0.1695
C 4.7920 0.6613 0.0882
C 3.8604 -0.4758 0.5092
H 2.0010 -7.3683 2.8744
H 3.1125 -7.0270 1.5466
H 3.6011 -5.6737 3.6175
H 2.0544 -4.8707 3.4111
H 4.5260 -4.7679 1.6702
H 3.5448 -3.4259 2.2694
H 3.1630 -5.1907 -0.1320
H 0.6792 -4.6127 -0.1235
H 0.8701 -4.0957 1.5309
H 1.0761 -6.9021 0.4104
H 0.1943 -6.3185 1.8209
H 3.0285 -2.6157 -2.7880
H 0.9169 -3.6648 -2.4996
H 1.6485 -5.1873 -1.9683
H 1.7590 -3.9176 -4.7136
H 1.1216 -5.4979 -4.2648
H 3.8699 -4.7300 -4.9896
H 3.1710 -6.3442 -4.8952
H 5.0442 -6.0977 -3.3164
H 3.5378 -6.3434 -2.4341
H 5.0240 -3.7336 -2.9292
H 4.7862 -4.5233 -1.3772
H 4.3283 -1.4064 -1.3257
H 6.0587 -2.8259 -0.5953
H 5.4469 -2.9351 1.0546
H 7.5416 -1.4176 0.5101
H 6.3541 -0.8841 1.6964
H 6.3597 -0.0755 -1.2292
H 6.9468 0.9241 0.0969
H 4.4009 1.1196 -0.8209
H 4.7966 1.4247 0.8675
H 2.8258 -0.1899 0.3163
H 3.9509 -0.6555 1.5812
```

# 2
Entry from OMol25: C55H48BrN6O2P2Pt as an isolated structure (ωB97M-V with the def2-TZVPD basis set).

The charge is +3. The value obtained for the HOMO-LUMO gap is 0.229 Eh. The HOMO energy is -14.1 eV. The value obtained for the energy above the lowest of the compared OMol25 structures with the same formula, charge and spin is 0.445 eV. The calculation puts the total energy at -162696.4118 eV.

The geometry in XYZ format:
```
115
C55H48BrN6O2P2Pt, DFT ωB97M-V with the def2-TZVPD basis set
Pt -0.4407 0.1339 2.1459
C -3.1348 -0.0670 3.2928
N -2.4470 0.6823 2.2064
C -2.6587 2.1608 2.2948
C -1.3306 2.8280 2.2174
N -0.2433 2.1131 2.0372
C 0.8379 2.9852 2.0805
C 2.2046 2.7446 1.9870
C 3.0346 3.8461 2.0463
C 2.5229 5.1459 2.2033
C 1.1676 5.3866 2.3207
C 0.3365 4.2742 2.2583
N -1.0478 4.1341 2.3369
C -2.5364 0.2940 4.6151
N -1.5709 1.1517 4.7669
C -1.3383 1.1883 6.1418
C -0.4087 1.9301 6.8699
C -0.3968 1.7645 8.2379
C -1.2856 0.8842 8.8791
C -2.2102 0.1428 8.1734
C -2.2138 0.3167 6.7933
N -2.9797 -0.2489 5.7808
H -3.0097 -1.1289 3.0719
H -4.2050 0.1666 3.2905
H -2.8391 0.3536 1.3276
H -3.1389 2.4003 3.2422
H -3.3139 2.4916 1.4856
H 2.5856 1.7341 1.9153
H 4.1065 3.7126 1.9920
H 3.2119 5.9777 2.2543
H 0.7821 6.3867 2.4659
H -1.7105 4.8714 2.5172
H 0.2752 2.6058 6.3738
H 0.3093 2.3220 8.8378
H -1.2420 0.7868 9.9552
H -2.8923 -0.5324 8.6719
H -3.7164 -0.9236 5.8983
C -0.8700 -0.0339 -4.8488
N 0.2073 -0.9817 -4.9294
C 0.0724 -2.0660 -4.0053
P 0.2774 -1.2602 -2.3731
C -0.3399 -2.2879 -1.0558
C -1.6802 -2.3635 -0.6617
C -2.0900 -3.4111 0.1431
C -1.1863 -4.3889 0.5410
C 0.1441 -4.3092 0.1611
C 0.5781 -3.2541 -0.6263
C 1.9752 -0.7804 -2.1415
C 2.3984 -0.1862 -0.9468
C 3.7424 0.0997 -0.7788
C 4.6621 -0.1932 -1.7790
C 4.2402 -0.7722 -2.9665
C 2.8992 -1.0635 -3.1542
C 0.9021 -1.1624 -6.1726
C 0.8925 -2.3918 -6.8163
C 1.6034 -2.5492 -7.9999
C 2.2971 -1.4809 -8.5453
C 2.2915 -0.2502 -7.9005
C 1.6055 -0.0895 -6.7073
P -0.9888 0.4734 -3.0785
C -2.6791 0.3785 -2.5072
C -3.1202 1.3113 -1.5658
C -4.4238 1.2451 -1.0972
C -5.2814 0.2545 -1.5615
C -4.8437 -0.6719 -2.5009
C -3.5445 -0.6140 -2.9763
C -0.3539 2.1241 -2.8663
C -0.7847 3.0494 -3.8267
C -0.3377 4.3559 -3.7612
C 0.5447 4.7361 -2.7561
C 0.9606 3.8220 -1.7983
C 0.5008 2.5133 -1.8389
H -1.8487 -0.4135 -5.1729
H -0.6357 0.8543 -5.4334
H 0.8530 -2.8153 -4.1386
H -0.8928 -2.5938 -4.0113
H -2.4027 -1.6349 -0.9995
H -3.1274 -3.4845 0.4425
H -1.5218 -5.2139 1.1547
H 0.8501 -5.0657 0.4772
H 1.6187 -3.2017 -0.9250
H 1.7294 0.0701 -0.1293
H 4.0792 0.5533 0.1437
H 5.7096 0.0340 -1.6319
H 4.9507 -0.9989 -3.7495
H 2.5934 -1.4982 -4.0952
H 0.3233 -3.2239 -6.4187
H 1.5980 -3.5074 -8.5013
H 2.8404 -1.6040 -9.4718
H 2.8361 0.5844 -8.3208
H 1.6344 0.8620 -6.1878
H -2.4557 2.1023 -1.2359
H -4.7878 1.9873 -0.3979
H -6.3027 0.2159 -1.2064
H -5.5194 -1.4308 -2.8710
H -3.2194 -1.3427 -3.7080
H -1.4654 2.7607 -4.6195
H -0.6640 5.0728 -4.5022
H 0.9146 5.7526 -2.7268
H 1.6581 4.1196 -1.0270
H 0.8164 1.8115 -1.0807
Br -0.4956 -4.1879 4.4325
C 1.2290 -4.1082 3.6635
C 2.0707 -5.1815 3.9105
C 3.3643 -5.1811 3.4104
C 3.8373 -4.1017 2.6756
C 3.0046 -3.0250 2.4416
C 1.6888 -3.0197 2.9143
C 0.8701 -1.8586 2.5597
O 1.4069 -0.7280 2.2664
O -0.4035 -1.8728 2.4835
H 1.7143 -6.0115 4.5042
H 4.0089 -6.0265 3.6111
H 4.8517 -4.0982 2.3020
H 3.3564 -2.1676 1.8823
```

# 3
Entry from OMol25: CBrF2I as an isolated structure at a distorted geometry (ωB97M-V with the def2-TZVPD basis set).

The charge is 0. The value obtained for the HOMO-LUMO gap is 0.367 Eh. The HOMO energy is -10.2 eV. The value obtained for the energy above the lowest of the compared OMol25 structures with the same formula, charge and spin is 0.588 eV. The calculation puts the total energy at -84613.8139 eV.

The geometry in XYZ format:
```
5
CBrF2I, DFT ωB97M-V with the def2-TZVPD basis set
C -0.1308 -0.0507 0.0883
F -0.4632 -0.7479 1.1663
F -0.4886 -0.7643 -1.2558
Br -0.9079 1.5540 -0.0317
I 1.9905 0.0090 0.0327
```

# 4
Entry from OMol25: C33H35CuF5N4OP2 as an isolated structure at a distorted geometry (ωB97M-V with the def2-TZVPD basis set).

The charge is 0. The multiplicity is 2. The value obtained for the HOMO-LUMO gap (alpha / beta) is 0.245 / 0.168 Eh. The HOMO energy (alpha / beta) is -8.3 / -7.3 eV. The calculation puts the total energy at -119592.9817 eV.

The geometry in XYZ format:
```
81
C33H35CuF5N4OP2, DFT ωB97M-V with the def2-TZVPD basis set
Cu -4.3890 0.4683 1.5423
C -2.6150 -3.2366 1.7084
C -2.0772 -2.0411 1.9312
C -1.0057 -1.3741 1.1057
C -1.3828 -0.4950 -0.1135
C -2.5314 -0.9037 -0.9771
C -2.8368 -2.1595 -1.2672
C -2.0680 -3.3665 -0.8251
C -2.4029 -4.0610 0.4894
C -5.5196 -0.4593 -0.0611
H -3.3188 -3.6724 2.4426
H -2.4993 -1.4150 2.7206
H -0.2608 -2.1192 0.7498
H -0.4785 -0.6734 1.7707
H -1.7147 0.4889 0.2480
H -0.4082 -0.2977 -0.6408
H -3.1967 -0.0789 -1.2472
H -3.8131 -2.3470 -1.7338
H -0.9982 -3.1306 -0.8001
H -2.2466 -4.1412 -1.6025
H -3.3261 -4.6421 0.4200
H -1.6216 -4.8321 0.6327
H -6.2902 -1.2649 0.0219
H -5.3225 -0.3182 -1.1189
H -5.9369 0.4471 0.3875
P 2.4600 2.3610 -1.9622
P 3.1000 1.6231 1.0045
N 2.4899 1.5468 -3.5313
N 2.9249 4.0841 -2.6795
N 3.6177 -0.1138 0.9607
N 3.9477 1.9757 2.5812
C 4.2343 1.9010 -1.5695
C 4.5206 2.2163 -0.0863
C 1.4912 0.6136 -3.8175
C 1.8088 0.0055 -5.0199
C 3.0133 0.6118 -5.5151
C 3.4099 1.5621 -4.5825
C 2.0506 5.1668 -2.5384
C 2.6460 6.2739 -3.1087
C 3.9146 5.8747 -3.6329
C 4.0702 4.5326 -3.3454
C 2.6561 -1.1284 0.9635
C 3.2922 -2.3561 0.8157
C 4.6979 -2.0962 0.7270
C 4.8651 -0.7229 0.8050
C 5.1710 1.5446 3.1115
C 5.4695 2.3543 4.1971
C 4.4207 3.3204 4.3147
C 3.5108 3.0890 3.3062
H 4.8583 2.5881 -2.1494
H 4.4786 0.8423 -1.7964
H 5.4144 1.6642 0.2412
H 4.6299 3.2952 0.1385
H 0.6766 0.4686 -3.1168
H 1.2454 -0.7810 -5.4921
H 3.5138 0.3850 -6.4389
H 4.2542 2.2446 -4.5836
H 1.0876 5.0259 -2.0612
H 2.2304 7.2592 -3.1524
H 4.6252 6.4702 -4.1683
H 4.8977 3.8698 -3.5671
H 1.6139 -0.8840 1.0766
H 2.8213 -3.3244 0.7786
H 5.4987 -2.8178 0.6353
H 5.7694 -0.1351 0.7601
H 5.6898 0.6895 2.6946
H 6.3173 2.2454 4.8322
H 4.3414 4.0863 5.0554
H 2.5807 3.5721 3.0242
F -10.1641 -4.0631 2.4727
C -8.9396 -3.5182 2.4998
C -7.8443 -4.2618 2.0538
F -8.0316 -5.5000 1.5239
C -6.5955 -3.6794 2.0417
F -5.5677 -4.3815 1.5105
C -6.3190 -2.3350 2.5296
O -5.1758 -1.8183 2.5475
C -7.5008 -1.6663 3.0262
F -7.3535 -0.3944 3.4460
C -8.7481 -2.2424 3.0372
F -9.8268 -1.5181 3.4189
```

Q: What is the formula in the second record?
A: C55H48BrN6O2P2Pt

Q: Number 4 is which compound?
A: C33H35CuF5N4OP2